(1)
The molecule CH5N3S, computed with ωB97M-V/def2-TZVPD.

Summary:
Maximum force   6.98 eV Å⁻¹
Gap between HOMO and LUMO   9.1 eV
SMILES string   N/N=C\NS
E_tot   -16421.0511 eV
ΔE to the lowest compared entry with this formula, charge and spin   52.3 kcal per mole

XYZ file:
```
10
Properties=species:S:1:pos:R:3:forces:R:3
N 1.683 -0.497 -0.347 3.0 0.0 -1.2
N 1.156 0.831 -0.209 -1.2 -1.1 1.1
C -0.102 0.822 0.113 2.9 2.9 -1.2
N -0.831 -0.298 0.320 -4.6 4.9 1.9
S -2.457 0.045 -0.370 1.4 -0.8 -0.1
H 2.704 -0.348 -0.714 -2.7 -0.6 1.1
H 1.746 -1.173 0.453 -0.4 1.5 -0.4
H -0.576 1.843 0.045 0.3 -1.4 0.6
H -0.432 -1.000 -0.103 2.7 -5.2 -2.9
H -2.891 -0.224 0.812 -1.4 -0.2 1.1
```
Positions in Å, forces in eV/Å.

Charges in e, computed with Löwdin, in the same order as the atoms: -0.08, -0.06, -0.42, -0.31, 0.77, 0.11, 0.09, 0.11, -0.03, -0.18



(2)
The molecule CH5N3S, computed with ωB97M-V/def2-TZVPD.

Summary:
Maximum force   1.97 eV Å⁻¹
Gap between HOMO and LUMO   9.4 eV
SMILES string   N/N=C\NS
E_tot   -16421.8458 eV
ΔE to the lowest compared entry with this formula, charge and spin   34.0 kcal per mole

XYZ file:
```
10
Properties=species:S:1:pos:R:3:forces:R:3
N -1.573 -0.141 -0.866 1.3 -0.9 -1.1
N -0.415 -0.891 -0.941 0.9 -0.3 0.1
C 0.739 -0.481 -0.554 -1.9 0.4 0.1
N 1.008 0.804 0.042 0.0 -1.1 0.0
S 0.221 1.204 1.511 -0.2 0.2 0.0
H -2.346 -0.784 -0.904 -0.1 0.2 0.1
H -1.575 0.483 -0.106 -0.3 0.9 1.1
H 1.558 -1.198 -0.611 -0.1 0.3 -0.2
H 2.002 0.903 0.142 0.3 0.2 0.1
H 0.379 0.101 2.287 0.2 0.0 -0.3
```
Positions in Å, forces in eV/Å.

Charges in e, computed with Löwdin, in the same order as the atoms: 0.01, -0.07, -0.31, -0.42, 0.71, 0.08, -0.01, 0.10, 0.04, -0.14



(3)
The ion CH5N4O2 with charge +1, computed with ωB97M-V/def2-TZVPD.

Summary:
Charge   +1
Maximum force   6.81 eV Å⁻¹
Gap between HOMO and LUMO (spin up / spin down)   9.1 / 9.1 eV
SMILES string   NC(=O)/[N+](N)=N/O
E_tot   -11161.2615 eV
ΔE to the lowest compared entry with this formula, charge and spin   78.0 kcal per mole

XYZ file:
```
12
Properties=species:S:1:pos:R:3:forces:R:3
N -0.960 1.102 -1.344 3.6 -1.2 -1.5
C -1.156 0.560 -0.154 -0.6 -0.1 0.9
O -2.082 0.613 0.599 -0.5 0.3 0.2
N -0.016 -0.229 0.360 3.4 0.5 -5.9
N -0.053 -0.718 1.531 -1.9 0.5 3.9
N 1.124 -0.325 -0.782 -2.1 -0.7 4.8
O 2.099 -0.883 -0.077 2.7 -1.0 -1.9
H -0.034 0.869 -1.895 -2.9 0.9 1.5
H -1.637 1.706 -1.744 -0.7 0.4 -0.2
H 0.681 -1.244 2.052 -0.3 0.6 -1.3
H -0.890 -0.281 2.161 2.2 -1.2 -2.1
H 2.922 -1.169 -0.707 -2.8 1.1 1.6
```
Positions in Å, forces in eV/Å.

Charges in e, computed with Löwdin, in the same order as the atoms: 0.20, -0.53, 0.13, -0.04, 0.19, 0.13, -0.04, 0.16, 0.13, 0.18, 0.24, 0.24



(4)
A structure of composition CH5N5, computed with ωB97M-V/def2-TZVPD.

Summary:
Maximum force   4.78 eV Å⁻¹
Gap between HOMO and LUMO (spin up / spin down)   7.6 / 7.6 eV
E_tot   -8560.9077 eV
ΔE to the lowest compared entry with this formula, charge and spin   129.6 kcal per mole

XYZ file:
```
11
Properties=species:S:1:pos:R:3:forces:R:3
C -1.516 0.710 0.110 1.9 -3.0 3.2
N -1.865 -0.693 -0.027 2.8 -2.7 -0.7
N -0.192 -1.528 0.064 -2.4 3.0 0.0
N -0.026 0.731 -0.074 1.2 2.2 -1.4
N 0.527 -0.523 -0.045 -3.6 -0.2 0.8
N 1.870 -0.472 -0.192 2.1 1.7 1.9
H -2.119 1.111 -0.675 -0.2 1.5 -0.1
H -1.666 0.933 1.259 -0.1 1.0 -2.3
H 0.552 1.281 -0.778 -1.6 -0.6 1.1
H 2.082 -1.404 -0.370 1.2 -2.0 -0.4
H 2.354 -0.145 0.728 -1.3 -0.8 -2.0
```
Positions in Å, forces in eV/Å.

Charges in e, computed with Löwdin, in the same order as the atoms: -0.35, -0.06, 0.15, 0.01, -0.42, 0.10, 0.08, 0.11, 0.15, 0.06, 0.16



(5)
A cluster of 2 separate species, CH5NO in total, computed with ωB97M-V/def2-TZVPD.

Summary:
Maximum force   5.24 eV Å⁻¹
Gap between HOMO and LUMO   11.0 eV
SMILES string   C=N.O
E_tot   -4654.2601 eV
ΔE to the lowest compared entry with this formula, charge and spin   25.9 kcal per mole

XYZ file:
```
8
Properties=species:S:1:pos:R:3:forces:R:3
C 1.739 1.023 0.172 0.5 0.9 -0.6
N 1.348 -0.011 0.758 -2.6 4.1 2.0
H 1.244 1.996 0.512 1.1 -1.1 -0.7
H 2.545 1.008 -0.653 -1.2 0.3 1.1
H 1.661 -0.837 0.477 2.3 -4.3 -1.7
O -3.118 -1.176 -0.743 1.3 0.9 2.0
H -3.246 -0.576 0.052 -0.2 -1.0 -1.5
H -2.173 -1.428 -0.574 -1.2 0.1 -0.5
```
Positions in Å, forces in eV/Å.

Charges in e, computed with Löwdin, in the same order as the atoms: -0.15, 0.02, 0.08, 0.09, -0.03, -0.11, 0.06, 0.04



(6)
A structure of composition CH5NO, computed with ωB97M-V/def2-TZVPD.

Summary:
Maximum force   6.67 eV Å⁻¹
Gap between HOMO and LUMO   9.8 eV
E_tot   -4652.1861 eV
ΔE to the lowest compared entry with this formula, charge and spin   73.7 kcal per mole

XYZ file:
```
8
Properties=species:S:1:pos:R:3:forces:R:3
C 0.636 0.200 -1.436 0.6 -0.9 2.3
N 0.241 0.060 -0.137 -0.8 1.5 -6.4
H 0.958 -0.680 -2.011 0.7 0.3 0.1
H 0.676 1.202 -1.991 -0.6 -1.2 0.6
H -0.555 0.624 -0.751 0.3 0.4 3.0
H -1.100 -1.090 2.239 -0.3 -0.6 -0.2
H -0.191 -0.043 1.647 0.2 0.0 -0.5
O -0.664 -0.274 2.441 -0.1 0.5 1.1
```
Positions in Å, forces in eV/Å.

Charges in e, computed with Löwdin, in the same order as the atoms: -0.12, -0.01, 0.06, 0.09, 0.11, 0.01, -0.07, -0.08



(7)
A cluster of 2 separate species, CH5NO in total, computed with ωB97M-V/def2-TZVPD.

Summary:
Maximum force   2.64 eV Å⁻¹
Gap between HOMO and LUMO   11.0 eV
SMILES string   C=O.N
E_tot   -4654.4454 eV
ΔE to the lowest compared entry with this formula, charge and spin   21.6 kcal per mole

XYZ file:
```
8
Properties=species:S:1:pos:R:3:forces:R:3
C -1.032 1.306 -0.006 2.0 0.1 0.1
O -0.652 2.334 -0.490 -0.8 0.3 -0.3
H -1.721 0.596 -0.431 -1.0 -0.1 -0.5
H -0.456 0.925 0.846 -0.4 0.0 0.7
N 0.833 -1.257 -0.232 -0.8 1.8 -0.4
H 0.730 -2.124 0.183 -1.0 -2.2 1.1
H 1.822 -1.237 -0.290 1.2 0.9 -0.2
H 0.476 -0.542 0.422 0.8 -0.8 -0.5
```
Positions in Å, forces in eV/Å.

Charges in e, computed with Löwdin, in the same order as the atoms: -0.16, 0.01, 0.08, 0.06, 0.04, -0.02, 0.00, -0.01



(8)
A cluster of 2 separate species, CH5NO2 in total, computed with ωB97M-V/def2-TZVPD.

Summary:
Maximum force   4.40 eV Å⁻¹
Gap between HOMO and LUMO   10.9 eV
SMILES string   NC=O.O
E_tot   -6703.1828 eV
ΔE to the lowest compared entry with this formula, charge and spin   12.2 kcal per mole

XYZ file:
```
9
Properties=species:S:1:pos:R:3:forces:R:3
N 0.000 0.000 0.000 0.7 -2.3 -0.6
C 0.265 1.267 -0.261 -2.7 3.2 1.3
O -0.362 2.160 0.370 2.1 -1.3 -1.5
H -0.644 -0.278 0.744 0.4 0.4 -0.6
H 0.407 -0.708 -0.616 -0.4 0.3 0.7
H 0.929 1.492 -1.131 -0.1 -0.3 0.7
O 1.323 4.720 2.549 0.3 0.2 -1.2
H 0.977 4.141 1.833 0.2 0.5 0.7
H 1.847 5.408 2.080 -0.6 -0.8 0.5
```
Positions in Å, forces in eV/Å.

Charges in e, computed with Löwdin, in the same order as the atoms: 0.11, -0.40, -0.05, 0.13, 0.11, 0.13, -0.09, 0.03, 0.04



(9)
A structure of composition CH5NO2, computed with ωB97M-V/def2-TZVPD.

Summary:
Maximum force   4.42 eV Å⁻¹
Gap between HOMO and LUMO (spin up / spin down)   10.2 / 10.2 eV
E_tot   -6697.8484 eV
ΔE to the lowest compared entry with this formula, charge and spin   135.2 kcal per mole

XYZ file:
```
9
Properties=species:S:1:pos:R:3:forces:R:3
C -0.671 0.552 -1.046 -0.3 -2.2 0.5
N 1.096 -1.011 1.549 -1.7 1.2 3.6
O -0.247 0.486 0.327 1.1 -0.7 -1.5
O 1.004 -0.666 0.346 -1.6 1.4 -3.8
H -0.947 -0.531 -1.366 1.0 1.7 0.1
H 0.001 1.089 -1.735 0.1 -0.5 0.4
H -1.637 1.027 -1.094 -0.4 0.6 0.4
H 0.079 -1.335 1.862 2.8 0.7 0.0
H 1.440 -0.103 2.023 -0.8 -2.2 0.4
```
Positions in Å, forces in eV/Å.

Charges in e, computed with Löwdin, in the same order as the atoms: -0.15, -0.05, -0.18, -0.15, 0.11, 0.08, 0.06, 0.16, 0.13



(10)
A cluster of 2 separate species, CH5NO2PS in total, computed with ωB97M-V/def2-TZVPD.

Summary:
Charge   -1
Maximum force   2.94 eV Å⁻¹
Gap between HOMO and LUMO (spin up / spin down)   5.8 / 5.8 eV
E_tot   -26827.4159 eV
ΔE to the lowest compared entry with this formula, charge and spin   86.0 kcal per mole

XYZ file:
```
11
Properties=species:S:1:pos:R:3:forces:R:3
C 0.463 -1.448 1.371 2.9 -0.3 0.0
N 0.321 2.721 -0.112 -0.1 -0.9 -1.6
O 0.658 -0.777 -1.827 1.2 0.1 -0.3
O -1.798 -0.011 -2.235 0.8 -0.1 1.7
P -0.625 -0.286 -1.341 -0.9 0.1 -0.4
S -1.010 -1.546 0.412 -1.6 0.2 -0.9
H 1.301 -1.045 0.674 -1.3 -0.6 1.4
H 0.845 -2.464 1.834 -1.1 1.8 -1.1
H 0.271 -0.739 2.182 0.4 -0.2 -0.1
H -0.641 2.537 0.148 -0.5 0.2 0.2
H 0.213 3.056 -1.108 0.1 -0.4 1.1
```
Positions in Å, forces in eV/Å.

Charges in e, computed with Löwdin, in the same order as the atoms: -0.57, -0.18, -0.43, -0.43, 0.31, 0.53, 0.05, 0.06, 0.01, -0.21, -0.14



(11)
A cluster of 2 separate species, CH5NO3 in total, computed with ωB97M-V/def2-TZVPD.

Summary:
Charge   +1
Maximum force   4.99 eV Å⁻¹
Gap between HOMO and LUMO (spin up / spin down)   10.9 / 5.7 eV
2S+1   2
E_tot   -8740.2084 eV
ΔE to the lowest compared entry with this formula, charge and spin   20.5 kcal per mole

XYZ file:
```
10
Properties=species:S:1:pos:R:3:forces:R:3
N -2.083 0.521 -0.248 -0.7 -2.0 -0.1
C -0.753 0.344 -0.201 1.9 -1.9 3.8
O -0.380 -0.175 1.032 1.8 -0.1 -4.6
O 0.110 0.414 -1.105 -1.8 0.9 0.3
H -2.568 -0.397 -0.010 0.4 1.7 0.0
H -2.645 1.253 -0.643 0.2 0.5 -0.8
H 0.543 -0.651 0.769 -1.6 0.8 1.6
H 2.750 -1.410 -0.284 0.4 -0.2 1.1
H 2.273 -0.101 -0.061 -0.2 2.2 -0.6
O 2.613 -0.790 0.470 -0.5 -1.9 -0.6
```
Positions in Å, forces in eV/Å.

Charges in e, computed with Löwdin, in the same order as the atoms: 0.34, -0.47, 0.16, 0.33, 0.21, 0.16, 0.18, 0.09, -0.01, -0.01



(12)
A cluster of 2 separate species, CH5NO3PS in total, computed with ωB97M-V/def2-TZVPD.

Summary:
Charge   -1
Maximum force   2.65 eV Å⁻¹
Gap between HOMO and LUMO   7.0 eV
E_tot   -28872.1302 eV
ΔE to the lowest compared entry with this formula, charge and spin   9.9 kcal per mole

XYZ file:
```
12
Properties=species:S:1:pos:R:3:forces:R:3
C 1.898 0.807 -0.058 -0.4 0.1 -0.4
N 1.332 -0.103 0.913 0.0 -0.4 0.2
O -3.867 -0.830 -0.196 -0.1 -0.1 0.0
O -2.869 1.407 -0.337 0.2 0.0 0.1
O -0.104 -0.186 0.774 0.7 0.2 0.6
P -0.780 -0.583 -0.662 0.0 -2.6 -0.5
S -2.842 0.084 0.328 -0.3 0.0 -0.2
H 2.984 0.755 0.013 0.0 0.0 0.1
H 1.577 0.567 -1.086 0.2 0.1 0.2
H 1.556 1.813 0.184 0.1 0.1 0.0
H 1.669 -1.050 0.731 -0.2 0.1 -0.1
H -0.554 -2.681 -0.605 -0.3 2.6 0.1
```
Positions in Å, forces in eV/Å.

Charges in e, computed with Löwdin, in the same order as the atoms: -0.19, -0.16, -0.61, -0.62, -0.66, 0.64, 0.44, 0.07, 0.02, 0.08, 0.08, -0.09